{
  "formula": "C8H16N3",
  "method": "the ωB97M-V functional and the def2-TZVPD basis",
  "symbols": ["C", "N", "C", "N", "N", "C", "C", "C", "C", "C", "C", "H", "H", "H", "H", "H", "H", "H", "H", "H", "H", "H", "H", "H", "H", "H", "H"],
  "coordinates": [[-2.196282, -2.040113, 0.793401], [-2.352852, -0.949445, -0.170773], [-1.818709, 0.281102, -0.307136], [-2.704837, 1.243321, -0.644789], [-0.537818, 0.675684, -0.169005], [-0.283681, 2.108921, -0.030117], [0.623577, -0.050590, -0.519679], [0.829171, -1.228682, -1.112282], [2.323444, -1.088633, -1.060950], [2.085288, 0.273422, -0.341414], [2.612231, 0.363689, 1.083310], [-1.166666, -2.092342, 1.142963], [-2.862857, -1.890518, 1.641518], [-2.455393, -2.971898, 0.296099], [-3.288013, -0.987253, -0.562316], [-2.411384, 2.086936, -1.107992], [-3.692886, 1.052206, -0.654254], [-0.273251, 2.615667, -0.998106], [-1.023844, 2.571464, 0.621108], [0.695100, 2.234114, 0.423825], [0.205459, -2.000673, -1.518641], [2.828094, -1.836892, -0.454956], [2.814465, -1.020237, -2.028349], [2.429065, 1.128639, -0.925915], [2.383419, -0.544776, 1.635291], [2.180088, 1.204817, 1.622668], [3.690894, 0.496859, 1.063355]],
  "forces_ev_per_a": [[0.908, 0.161, 0.156], [-0.343, 0.203, -0.463], [-0.472, 0.205, -0.083], [0.129, -0.132, -0.063], [-0.264, 0.079, 0.274], [0.036, 0.447, 0.169], [-0.452, -1.286, -0.094], [-0.166, 0.173, -0.033], [0.083, -0.028, -0.071], [0.223, 0.272, 0.352], [-0.066, 0.025, -0.210], [-0.042, -0.037, -0.016], [0.037, 0.054, 0.024], [0.086, 0.027, -0.012], [0.280, 0.116, -0.094], [0.049, -0.049, 0.005], [0.042, -0.007, 0.113], [0.014, -0.009, -0.030], [0.052, -0.061, -0.026], [-0.074, 0.005, -0.039], [-0.269, -0.185, -0.054], [0.108, 0.012, 0.106], [0.049, 0.030, -0.067], [-0.032, 0.012, -0.079], [-0.032, -0.101, 0.073], [0.028, 0.079, 0.087], [0.088, -0.006, 0.076]],
  "lowdin_charge": [-0.024, 0.050, -0.315, 0.205, 0.005, -0.003, -0.207, 0.013, -0.104, -0.294, -0.045, 0.090, 0.095, 0.097, 0.146, 0.118, 0.133, 0.112, 0.108, 0.086, 0.106, 0.118, 0.117, 0.146, 0.088, 0.069, 0.089],
  "smiles": "CNC(=[NH2+])N(C)C1=CC[C@@H]1C",
  "homo_lumo_gap_ev": 9.438,
  "relative_energy_kj_mol": 71.8,
  "total_charge": 1,
  "energy_ev": -13018.6834,
  "e_homo_ha": -0.4543
}


{
  "formula": "C12H11ClO",
  "method": "the ωB97M-V functional and the def2-TZVPD basis",
  "symbols": ["O", "C", "C", "C", "C", "C", "C", "C", "C", "Cl", "C", "C", "C", "C", "H", "H", "H", "H", "H", "H", "H", "H", "H", "H", "H"],
  "coordinates": [[0.199355, -1.491542, -2.182028], [-0.364154, -1.063453, -1.143728], [0.312648, -0.770007, 0.172785], [-0.712022, -1.398118, 1.122255], [-0.589512, -0.506905, 2.396941], [-0.853188, 0.747139, 1.587380], [0.187662, 0.735390, 0.470325], [-0.586123, 1.526382, -0.556759], [-0.231095, 2.661091, -1.247589], [1.286480, 3.488260, -1.090886], [-1.931382, 0.848575, -0.655962], [-1.817787, -0.647260, -1.002543], [-2.086470, -0.983594, 0.510668], [-2.148637, 0.501722, 0.815800], [1.323277, -1.128699, 0.197873], [-0.625723, -2.469763, 1.326180], [-1.390831, -0.689419, 3.131087], [0.431959, -0.599821, 2.869883], [-0.921724, 1.674369, 2.187083], [1.146778, 1.144010, 0.769387], [-0.900660, 3.066474, -1.952648], [-2.698539, 1.410793, -1.220118], [-2.484093, -1.063226, -1.756333], [-2.953907, -1.596748, 0.756475], [-3.071440, 0.827078, 1.267122]],
  "forces_ev_per_a": [[-1.812, 1.024, 3.112], [1.898, -0.407, -3.885], [-1.117, -0.828, -1.062], [-0.285, -0.735, 1.710], [-0.015, -0.750, -0.408], [-0.099, 1.578, 1.763], [-0.271, 1.307, 0.314], [1.480, 1.859, -2.416], [-0.155, -2.876, 2.014], [-0.238, -0.212, 0.031], [0.401, 1.412, -0.463], [0.252, -1.353, 0.369], [0.560, -0.756, -0.588], [-0.962, -0.212, 0.734], [0.366, -0.249, 0.127], [0.199, 0.117, -0.339], [0.387, -0.087, -0.137], [-1.126, 0.327, -0.444], [0.392, -0.248, -0.434], [0.019, 0.239, -0.142], [-0.554, 0.660, -0.638], [0.401, -0.278, 0.427], [0.160, 0.162, -0.029], [0.256, -0.069, 0.034], [-0.137, 0.375, 0.350]],
  "lowdin_charge": [0.076, -0.271, -0.119, -0.188, -0.067, -0.231, -0.152, -0.211, -0.476, 0.604, -0.132, -0.080, -0.124, -0.168, 0.155, 0.150, 0.125, 0.141, 0.161, 0.144, 0.049, 0.162, 0.153, 0.149, 0.148],
  "smiles": "O=C1[C@@H]2[C@H]3C[C@H]4[C@@H]2/C(=C\\Cl)[C@H]2[C@@H]1[C@@H]3[C@@H]42",
  "homo_lumo_gap_ev": 9.808,
  "relative_energy_kj_mol": 0.0,
  "total_charge": 0,
  "energy_ev": -27191.0564,
  "e_homo_ha": -0.3347
}


What is the formula in the first record?
C8H16N3